[1]
40
Properties=species:S:1:pos:R:3:forces:R:3 method="wB97M-V/def2-TZVPD" gap_ev=8.56 fmax_ev_per_a=4.4 de_lowest_kcal_mol=60.5 smiles="CC1(C)c2ccccc2N2CC(=O)N[C@@]21/C=C/c1ccco1" e_tot_ev=-26032.4214
C -1.721424 -0.797116 -1.017114 0.198 -0.360 0.180
C -0.652984 0.218565 -1.413278 -0.275 0.729 -0.338
C -0.424652 0.135831 -2.925959 -0.320 1.431 0.205
C -1.114297 1.597213 -1.024488 -0.391 0.337 0.364
C -2.182464 2.319482 -1.505262 -0.623 0.537 0.543
C -2.527999 3.558233 -0.891126 -0.004 -0.827 -0.763
C -1.776817 4.071253 0.142312 1.316 -1.019 0.125
C -0.629267 3.356653 0.598880 -0.325 -0.191 -0.235
C -0.339819 2.102819 0.016960 -0.368 1.634 0.026
N 0.728304 1.262289 0.312139 0.281 0.037 0.437
C 2.097751 1.817193 0.356868 -0.978 0.317 0.022
C 2.816562 0.976924 -0.674222 2.084 -0.587 -0.186
O 4.023497 0.919617 -0.874988 -1.067 0.476 0.284
N 1.918068 0.178317 -1.326572 -0.448 1.084 0.176
C 0.665587 0.085345 -0.559345 0.390 -0.041 -0.975
C 0.778757 -1.224152 0.108858 -0.744 -1.333 4.165
C 0.564963 -1.393386 1.477412 0.532 0.371 -3.259
C 0.647037 -2.660597 2.164661 -0.578 -0.032 -1.431
C 0.833305 -3.917012 1.655477 0.496 0.205 -1.131
C 0.706640 -4.776928 2.758737 -0.344 -0.506 0.848
C 0.357669 -4.021260 3.844995 0.515 -0.367 -1.602
O 0.301216 -2.690056 3.465581 0.256 -1.185 1.018
H -1.415656 -1.801515 -1.342146 -0.326 0.157 -0.047
H -2.685633 -0.512460 -1.435375 0.059 -0.135 -0.291
H -1.865299 -0.846497 0.056838 0.068 0.070 0.214
H 0.236430 0.961082 -3.274827 -0.598 -0.564 0.135
H 0.051979 -0.778628 -3.126025 0.671 -1.363 -0.600
H -1.399671 0.145016 -3.457840 0.626 0.141 0.282
H -2.807733 1.892449 -2.293920 0.173 0.301 0.139
H -3.388742 4.115524 -1.242097 0.022 -0.113 -0.054
H -2.051157 5.018429 0.576758 0.086 0.100 0.157
H 0.002139 3.774011 1.397146 -0.339 -0.292 -0.391
H 2.493278 1.755353 1.367824 0.475 -0.417 -0.114
H 2.138100 2.900900 0.116445 -0.251 -0.603 -0.223
H 2.309475 -0.662097 -1.708449 0.144 -0.143 -0.262
H 1.024019 -2.087850 -0.523641 -0.084 0.362 0.252
H 0.263273 -0.525429 2.036178 0.062 0.240 0.243
H 1.013638 -4.207364 0.582098 -0.093 0.518 1.541
H 0.848608 -5.851890 2.756499 -0.133 0.216 0.083
H 0.163318 -4.408260 4.824009 -0.166 0.814 0.461

---

[2]
14
Properties=species:S:1:pos:R:3:forces:R:3 method="wB97M-V/def2-TZVPD" gap_ev=9.96 fmax_ev_per_a=0.8 de_lowest_kcal_mol=22.4 smiles="C[C@H]1C=CNC1=O" e_tot_ev=-8835.2302
C -1.852116 0.264250 0.000216 -0.091 -0.032 -0.007
C -0.385705 0.171250 -0.376785 -0.091 -0.063 0.055
C 0.610021 1.040150 0.353928 0.132 -0.123 0.071
C 1.751774 0.365168 0.469770 -0.093 0.204 0.041
N 1.659330 -0.966352 -0.062422 -0.035 -0.074 0.065
C 0.242296 -1.195025 -0.200870 -0.254 -0.397 -0.267
O -0.280649 -2.271947 -0.271099 0.295 0.408 0.005
H -2.195162 1.300057 0.095052 0.118 -0.156 -0.120
H -2.016710 -0.234717 0.960660 -0.004 0.088 -0.114
H -2.463090 -0.243259 -0.748050 -0.022 0.050 0.126
H -0.204663 0.235695 -1.475322 -0.431 0.574 0.293
H 0.396218 2.012009 0.786332 0.020 -0.156 -0.167
H 2.647140 0.651951 1.010963 -0.073 0.005 -0.264
H 2.015731 -1.021407 -1.016757 0.528 -0.330 0.283

---

[3]
6
Properties=species:S:1:pos:R:3:forces:R:3 method="wB97M-V/def2-TZVPD" gap_ev="10.09 / 8.23" fmax_ev_per_a=2.5 de_lowest_kcal_mol=95.4 e_tot_ev=-74645.4743
C -1.901148 0.288294 0.732194 0.127 2.070 1.101
N 1.756614 -0.119955 -0.001929 -1.924 -0.673 -1.377
O -1.054635 1.078950 0.663839 0.012 -0.091 -0.115
Br -2.096173 -1.353760 -0.051933 -0.143 -1.957 -0.988
H 0.962924 -0.320791 -0.715572 1.160 0.121 1.529
H 2.332420 0.427264 -0.626599 0.768 0.528 -0.150

---

[4]
36
Properties=species:S:1:pos:R:3:forces:R:3 method="wB97M-V/def2-TZVPD" gap_ev=7.28 fmax_ev_per_a=0.7 de_lowest_kcal_mol=4.0 e_tot_ev=-174701.4969
Y -1.075406 0.996436 -2.301584 -0.145 -0.008 0.720
N 0.804133 4.355647 0.365582 -0.185 -0.021 -0.112
C 0.163691 3.236096 -0.038669 0.045 -0.280 0.075
S -1.307825 3.439082 -0.935037 0.000 0.152 -0.127
N 0.719350 2.108403 0.362180 -0.152 0.076 -0.158
N 0.121588 0.985971 -0.126903 0.354 0.058 0.444
C 0.349505 -0.093638 0.537768 -0.142 -0.018 0.009
C 1.114111 -0.149522 1.812843 0.104 -0.006 -0.064
C 2.464761 0.182755 1.866082 -0.031 -0.001 -0.065
C 3.155179 0.099166 3.062963 0.023 0.001 0.036
C 2.502651 -0.302920 4.221828 0.025 0.006 -0.010
C 1.156561 -0.628262 4.176515 -0.021 -0.008 -0.005
C 0.467754 -0.558772 2.973495 -0.027 -0.004 0.035
C -0.276623 -1.340082 0.039537 0.160 0.191 -0.072
C 0.133051 -2.592264 0.491113 -0.133 -0.068 -0.015
C -0.501639 -3.720868 0.004420 -0.036 -0.010 -0.038
C -1.534398 -3.581489 -0.912169 0.071 -0.023 0.113
C -1.857774 -2.303222 -1.323068 -0.020 0.062 -0.087
N -1.243018 -1.207935 -0.880724 -0.084 0.007 -0.311
H 0.348006 5.237772 0.229764 0.062 0.042 0.028
H 1.571373 4.264427 1.008124 0.010 0.006 0.010
H 2.962343 0.518452 0.966663 0.004 0.002 -0.010
H 4.205887 0.356633 3.093871 0.005 -0.001 0.006
H 3.042700 -0.360003 5.157929 0.009 0.001 0.000
H 0.640529 -0.936814 5.076329 -0.007 0.000 0.002
H -0.584685 -0.815860 2.938378 -0.002 0.001 -0.001
H 0.936894 -2.673026 1.207466 -0.001 0.036 0.015
H -0.194622 -4.704037 0.336078 0.010 0.002 0.011
H -2.065270 -4.437530 -1.302174 -0.013 0.012 -0.017
H -2.649685 -2.134422 -2.044466 -0.010 -0.091 -0.017
Br -2.556518 2.736794 -4.366816 -0.080 0.098 0.085
C -2.785079 1.197898 -5.489147 -0.118 0.015 -0.097
Br -2.700255 -0.470545 -4.523442 -0.137 -0.124 0.044
H -1.998751 1.193168 -6.231232 0.062 -0.027 0.037
H -3.781143 1.249585 -5.905797 0.048 0.014 -0.145
O 0.252641 0.852930 -3.547688 0.352 -0.094 -0.318

---

[5]
10
Properties=species:S:1:pos:R:3:forces:R:3 method="wB97M-V/def2-TZVPD" gap_ev=7.88 fmax_ev_per_a=5.2 de_lowest_kcal_mol=58.0 smiles="O=c1ncnncn1" e_tot_ev=-11146.7549
O 2.046740 0.050913 0.984172 -1.230 0.497 -1.661
C 1.280383 0.009802 0.044002 1.076 1.306 0.715
N 0.719930 1.164147 -0.649055 -2.279 0.933 1.016
C -0.534022 1.412118 -0.283848 3.626 -0.688 2.734
N -1.057723 0.524406 0.803717 -1.755 -1.205 -2.229
N -1.127222 -0.748322 0.600381 0.684 2.862 2.069
C -0.316891 -1.489672 -0.274312 0.524 4.970 1.233
N 0.864256 -1.149175 -0.539720 0.326 -1.928 -0.790
H -0.985209 2.486941 -0.206737 0.574 -2.240 -1.078
H -0.890245 -2.261155 -0.478596 -1.548 -4.507 -2.009

---

[6]
13
Properties=species:S:1:pos:R:3:forces:R:3 method="wB97M-V/def2-TZVPD" gap_ev=8.25 fmax_ev_per_a=6.9 de_lowest_kcal_mol=25.5 smiles="C=C[C@@H](F)NC(=O)[O-]" e_tot_ev=-12531.5162 total_charge=-1
C -0.953762 -1.060492 -0.041976 -1.598 0.886 3.295
C -0.641055 0.174631 0.356971 -1.021 -0.140 1.942
C 0.074452 1.124568 -0.405921 5.778 1.643 -3.300
F -0.480234 2.418087 -0.349037 0.136 -0.666 0.712
N 1.733035 1.215787 0.132790 -4.829 0.980 -2.642
C 2.591547 0.129908 -0.294963 -1.253 0.817 -0.309
O 3.406040 -0.117537 0.585615 1.502 -1.012 0.629
O 2.378468 -0.290347 -1.438025 0.260 -0.664 -0.582
H -1.575174 -1.813603 0.477356 0.613 0.799 0.369
H -0.710033 -1.381275 -0.961169 1.138 -0.755 -3.319
H -0.801528 0.733941 1.319781 -0.619 -1.539 -0.323
H 0.232889 0.950367 -1.507041 -0.221 -0.300 1.289
H 1.628058 1.162314 1.096150 0.113 -0.050 2.239

---

[7]
16
Properties=species:S:1:pos:R:3:forces:R:3 method="wB97M-V/def2-TZVPD" gap_ev=10.59 fmax_ev_per_a=0.5 de_lowest_kcal_mol=65.7 smiles=C#CC[C@]1(C)CN1 e_tot_ev=-7855.3099
C 2.856838 -0.710350 0.364164 -0.386 0.072 -0.243
C 1.832364 -0.536068 -0.244664 0.438 -0.080 0.251
C 0.543444 -0.324660 -0.912171 -0.029 -0.024 -0.044
C -0.530649 0.062453 0.096027 0.143 0.090 0.080
C -0.398220 1.457666 0.662733 -0.022 0.022 0.013
C -1.117508 -1.010458 0.924952 0.121 -0.162 0.230
N -1.858849 -0.457726 -0.214596 -0.215 0.152 -0.089
H 3.765856 -0.870255 0.900170 -0.138 0.030 -0.109
H 0.641807 0.455663 -1.678282 -0.017 -0.099 0.118
H 0.228740 -1.239135 -1.426697 0.061 0.109 0.097
H 0.619733 1.626025 1.030237 -0.143 -0.031 -0.036
H -1.092182 1.617717 1.495338 0.080 -0.051 -0.127
H -0.609371 2.208816 -0.108558 0.046 -0.108 0.083
H -0.779865 -2.037163 0.798889 -0.049 0.161 0.004
H -1.436129 -0.758233 1.934888 0.021 -0.010 -0.179
H -2.573701 0.189013 0.110968 0.088 -0.072 -0.047

---

[8]
22
Properties=species:S:1:pos:R:3:forces:R:3 method="wB97M-V/def2-TZVPD" gap_ev=6.29 fmax_ev_per_a=3.5 de_lowest_kcal_mol=32.8 e_tot_ev=-29951.6756 total_charge=-1
C 2.119588 -0.756960 1.652521 -0.744 -0.177 0.469
C 1.311180 0.279125 2.088981 0.112 -1.904 0.248
C 1.879593 -1.317885 0.378408 -2.031 2.769 0.546
C 0.904630 -0.764381 -0.411792 0.795 0.530 0.085
C 0.277605 0.858031 1.243633 2.664 0.718 1.742
C -0.631791 1.067714 -0.937323 2.030 1.246 0.019
C -2.518906 -0.840026 0.457111 -0.685 3.045 0.683
N 0.209368 0.324217 0.013447 -2.001 0.328 -2.509
O 1.404812 0.947807 -2.608685 1.357 -2.010 -0.855
O -0.274502 1.906082 1.541104 -1.295 0.419 0.301
O -2.789606 -1.467461 -0.658166 -0.441 -1.310 -1.110
O -0.222403 2.624934 -3.340819 -0.081 -0.517 0.630
O -1.951017 -1.259756 1.412632 0.241 -0.879 0.545
S 0.670421 2.137481 -2.254587 -1.219 2.363 1.154
H 2.885272 -1.315355 2.245411 -0.756 1.012 -0.066
H 1.220314 0.512241 3.138781 0.478 0.530 0.030
H 2.435306 -2.100862 0.087841 1.778 -2.616 -1.340
H 0.768769 -0.916336 -1.474976 -0.024 -0.597 0.164
H -0.789524 0.566224 -1.824930 -1.012 -1.770 -1.277
H -1.434662 1.690111 -0.581655 0.149 -0.138 0.511
H -2.914108 0.235370 0.396814 0.488 -1.347 0.023
H -2.560340 -2.410313 -0.563753 0.198 0.305 0.007